# C34H23N4O9ReS

A structure of composition C34H23N4O9ReS (ωB97M-V/def2-TZVPD, the Open Molecules 2025 dataset).

* E_LUMO (spin up / spin down): -4.44 / -4.37 eV
* energy relative to the best compared isomer or geometry (same formula, charge and spin): 225.25 kJ/mol
* Kohn-Sham gap (spin up / spin down): 6.77 / 7.04 eV
* <S²>: 0.7724

```
! wB97M-V def2-TZVPD RIJCOSX def2/J DEFGRID3
* xyz 1 2
Re 0.06 0.36 0.28
O 3.81 -1.03 0.88
C 2.81 -0.51 1.28
O 1.69 -0.57 0.53
C 2.66 0.16 2.60
C 3.66 -0.02 3.55
C 3.54 0.59 4.78
C 2.46 1.42 5.08
C 1.51 1.62 4.11
C 1.56 0.99 2.86
O 0.61 1.21 1.97
N 0.41 2.56 4.42
O -0.06 2.49 5.54
O 0.12 3.37 3.57
N 4.58 0.39 5.79
O 5.50 -0.34 5.50
O 4.44 0.96 6.85
H 4.51 -0.64 3.33
H 2.38 1.89 6.04
S -0.06 -2.10 -3.59
C 1.02 -2.97 -2.54
C 1.77 -4.10 -2.86
C 2.45 -4.73 -1.83
C 2.35 -4.26 -0.52
C 1.61 -3.13 -0.21
C 0.97 -2.45 -1.24
N 0.13 -1.32 -1.15
C -0.52 -1.12 -2.28
C -1.62 -0.18 -2.22
C -2.60 -0.02 -3.19
C -3.71 0.75 -2.90
C -3.83 1.34 -1.64
C -2.82 1.22 -0.69
C -1.69 0.45 -0.97
H 1.79 -4.49 -3.86
H 3.03 -5.61 -2.05
H 2.85 -4.79 0.27
H 1.52 -2.80 0.82
H -2.51 -0.52 -4.15
H -4.49 0.87 -3.63
H -4.71 1.92 -1.41
H -2.92 1.72 0.26
C 4.76 -0.71 -4.87
O 3.86 0.10 -4.11
C 2.67 0.43 -4.66
C 2.26 0.08 -5.94
C 0.99 0.47 -6.37
C 0.14 1.18 -5.54
C 0.55 1.54 -4.27
C 1.82 1.18 -3.84
N 2.31 1.39 -2.52
C 1.86 2.12 -1.55
C 0.89 3.19 -1.63
C 1.07 4.25 -2.54
C 0.27 5.36 -2.47
C -0.74 5.42 -1.50
C -0.96 4.39 -0.62
C -0.15 3.25 -0.69
O -0.43 2.21 0.08
H 4.30 -1.67 -5.11
H 5.62 -0.87 -4.23
H 5.06 -0.19 -5.78
H 2.90 -0.48 -6.59
H 0.67 0.20 -7.37
H -0.84 1.47 -5.89
H -0.11 2.09 -3.61
H 3.11 0.80 -2.32
H 2.36 1.94 -0.60
H 1.88 4.19 -3.26
H 0.42 6.18 -3.15
H -1.37 6.30 -1.45
H -1.74 4.43 0.12
*
```

Population analysis type Löwdin, resulting atomic charges in e: 1.775 0.148 -0.494 -0.283 -0.048 0.093 -0.109 0.107 -0.046 -0.226 -0.210 -0.345 0.113 0.108 -0.352 0.097 0.100 0.142 0.145 1.183 -0.437 -0.078 -0.061 -0.043 -0.011 -0.256 -0.051 -0.534 -0.263 -0.034 -0.056 -0.047 -0.083 -0.196 0.114 0.114 0.118 0.116 0.112 0.114 0.115 0.109 -0.032 -0.084 -0.228 -0.001 -0.053 -0.068 -0.017 -0.139 0.175 0.020 -0.156 -0.026 -0.058 -0.037 0.024 -0.288 -0.276 0.101 0.102 0.104 0.115 0.118 0.115 0.116 0.171 0.147 0.129 0.113 0.118 0.131